1.
This record from OMol25 describes a structure of composition C12H13IN2O4Pt. The level of theory is ωB97M-V with the def2-TZVPD basis set.

CARTESIAN COORDINATES (ANGSTROEM)
Pt  -0.096349  0.017147  0.192387
I  -0.063755  4.150189  -5.130920
O  -4.027615  0.807137  -0.351755
O  -2.084986  -0.146700  0.117057
O  -0.316140  1.943771  0.602902
O  0.058629  4.052840  0.041138
N  -0.152655  -1.936560  -0.135840
N  1.965481  0.145030  0.297408
C  -1.005515  3.001821  -3.660424
C  -0.595024  -2.980131  -0.276681
C  -2.191095  1.485794  -1.666615
C  -0.765873  1.636486  -3.609270
C  -1.354903  0.886412  -2.601886
C  0.414356  2.896992  0.077286
C  -1.849473  3.612266  -2.746423
C  -2.840205  0.691622  -0.560350
C  2.495158  1.521838  0.489105
C  1.799436  2.504599  -0.435367
C  -2.454416  2.844566  -1.762852
C  -1.169552  -4.301933  -0.457490
H  -1.164538  -0.178882  -2.551203
H  2.331215  -0.222858  -0.577140
H  -0.129349  1.163759  -4.345381
H  2.319988  -0.458514  1.033922
H  -1.632245  -4.622716  0.474071
H  2.382976  3.420285  -0.509034
H  -1.929376  -4.253879  -1.235771
H  1.711165  2.093301  -1.446227
H  -2.021160  4.678649  -2.784513
H  3.573411  1.514224  0.318623
H  2.314425  1.794978  1.528142
H  -0.395362  -5.010514  -0.744933
H  -3.111729  3.305107  -1.038417

Forces on atoms 1 to 3 (eV/Å):
0.1 0.1 0.0
0.0 0.0 0.0
0.0 0.0 0.0

- relative energy (zero: lowest compared OMol25 entry of this formula, charge and spin) (kcal per mole) = 0.00
- multiplicity = 1
- total charge = 0

=====

2.
This record from OMol25 describes a structure of composition C12H13LiN4O2S. The level of theory is ωB97M-V with the def2-TZVPD basis set.

CARTESIAN COORDINATES (ANGSTROEM)
S  -2.098010  0.999552  -1.957511
O  3.281633  -1.163022  3.427267
O  0.536876  0.476760  6.403004
N  0.217381  -0.210005  0.782709
N  -0.106075  -0.030937  -3.363638
N  -2.108018  0.404360  -4.573040
N  2.462667  0.251871  4.977200
C  -0.203930  -0.489909  -5.691801
C  0.456033  -0.466993  -4.485337
C  -0.169475  -0.370192  3.533637
C  -1.401863  0.410063  -3.425306
C  -1.018590  -0.239225  1.306866
C  -2.361798  -0.041908  -6.924660
C  2.370397  -0.454492  3.806257
C  1.491826  1.122726  5.576977
C  1.250240  -0.273940  1.621880
C  1.111629  -0.338081  2.998812
C  -1.521529  -0.037118  -5.681412
C  -1.250123  -0.328452  2.668114
Li  0.013486  0.181121  -1.343063
H  2.033971  1.882920  6.134952
H  -2.843593  0.927847  -7.044435
H  0.979429  0.100445  7.170820
H  1.482135  -0.812950  -4.409343
H  -1.839693  -0.187311  0.600653
H  3.306721  0.047716  5.489786
H  -3.154593  -0.785892  -6.821339
H  2.244451  -0.284958  1.189239
H  -1.773596  -0.273643  -7.811848
H  -0.319538  -0.428893  4.604368
H  0.278334  -0.842699  -6.592685
H  -2.266792  -0.359080  3.036733
H  0.919991  1.614326  4.796140

Forces on atoms 1 to 3 (eV/Å):
0.1 -0.1 -0.1
0.0 0.1 0.0
0.1 0.0 0.0

- relative energy (zero: lowest compared OMol25 entry of this formula, charge and spin) (kcal per mole) = 0.00
- multiplicity = 1
- total charge = 0

=====

3.
This record from OMol25 describes a cluster of 2 separate species, C12H13N3 in total at a distorted geometry. The level of theory is ωB97M-V with the def2-TZVPD basis set.

CARTESIAN COORDINATES (ANGSTROEM)
N  -0.428543  0.589577  1.127932
N  -1.990806  1.044322  -1.625260
N  -0.208515  -0.576276  0.444325
C  0.090540  1.713515  3.341866
C  -0.655871  -2.190182  -2.041932
C  0.521526  -1.343282  1.233897
C  -0.894387  -1.026247  -1.865563
C  -2.056965  2.365680  -1.847946
C  0.111377  0.561153  2.382282
C  -1.261186  2.916311  -2.859384
C  -1.048745  0.269276  -2.163018
C  -0.169245  0.829538  -3.111707
C  -0.334736  2.142368  -3.477062
C  0.672865  -0.720649  2.486500
C  0.990364  -2.688069  0.861404
H  0.418864  1.532139  4.383865
H  0.946867  2.400443  3.123380
H  -1.220192  3.942969  -3.139572
H  1.304366  -0.999047  3.268869
H  -1.024485  2.113727  3.488864
H  0.429081  2.537570  -4.143492
H  0.050899  -3.201852  0.360685
H  1.321685  -3.109686  1.831460
H  -2.970683  2.760381  -1.526661
H  -1.028342  1.264667  0.713732
H  -0.443184  -3.136800  -2.246999
H  1.743917  -2.502980  0.126074
H  0.662612  0.335334  -3.613548

Forces on atoms 1 to 3 (eV/Å):
0.5 -0.2 -1.9
-1.1 0.8 1.9
-3.4 2.3 -0.7

- E_tot (eV) = -17115.58295
- multiplicity = 3
- ⟨S²⟩ = 2.022
- total charge = 0

=====

4.
This record from OMol25 describes a cluster of 2 separate species, C12H13N5O4 in total at a distorted geometry. The level of theory is ωB97M-V with the def2-TZVPD basis set.

CARTESIAN COORDINATES (ANGSTROEM)
O  1.122159  -1.080261  -3.631121
O  0.170657  4.281825  0.275133
O  2.353481  4.702020  -0.283781
O  -0.561480  -0.641427  -2.282349
N  1.167476  3.912833  -0.316819
N  3.397783  2.022288  -2.285208
N  3.382205  4.069671  -1.013294
N  0.574632  -0.369447  -2.754353
N  -1.211541  -1.756653  1.343698
C  -1.929742  0.347222  1.404796
C  2.639061  0.997848  -2.672931
C  1.437971  2.794001  -1.095944
C  -0.509694  0.352622  1.403148
C  1.262586  -1.564872  1.351985
C  -1.230673  -3.209084  1.321343
C  -3.680365  -1.591856  1.346174
C  -2.342467  -0.990166  1.364306
C  1.267950  0.795795  -2.285027
C  2.811254  2.930442  -1.506754
C  -0.082734  -0.981448  1.376570
C  0.638483  1.726077  -1.451251
H  -1.753327  -3.602539  2.202876
H  1.990107  -0.744043  1.354360
H  -0.388437  1.655519  -1.113871
H  -3.840344  -2.205896  0.448163
H  1.457460  -2.198404  2.230253
H  3.096231  0.251326  -3.329884
H  1.426914  -2.164885  0.443263
H  -2.588170  1.204237  1.424027
H  -0.202235  -3.573512  1.324670
H  -1.738395  -3.575361  0.419944
H  -4.419714  -0.784161  1.347217
H  0.141920  1.214599  1.412715
H  -3.859025  -2.224297  2.227943

Forces on atoms 1 to 3 (eV/Å):
-0.7 1.6 1.8
1.1 -0.2 -0.5
-0.6 -1.7 -0.7

- relative energy (zero: lowest compared OMol25 entry of this formula, charge and spin) (kcal per mole) = 173.88
- SMILES = O=[N+]([O-])c1cnc2no[n+]([O-])c2c1.Cc1ccc(C)n1C
- multiplicity = 1
- total charge = 0

=====

5.
This record from OMol25 describes an isolated molecule of C12H13NO2 at a distorted geometry. The level of theory is ωB97M-V with the def2-TZVPD basis set.

CARTESIAN COORDINATES (ANGSTROEM)
O  2.836003  1.714307  -0.535490
O  0.981372  2.693499  0.032735
N  1.938732  0.354617  2.415125
C  -1.523623  -0.169385  -0.892171
C  1.480050  -0.980379  -0.723525
C  -2.594057  1.148321  1.357372
C  -2.894265  0.153417  -0.838536
C  -0.643976  0.316855  0.129008
C  -1.270487  0.938624  1.220400
C  0.905299  0.161768  0.082169
C  -3.386130  0.698246  0.289509
C  1.420467  1.625327  -0.624402
C  1.445735  0.191271  1.410135
C  1.558556  -3.456044  -0.232471
C  0.854996  -2.346608  -0.439930
H  -2.910696  1.559634  2.244411
H  2.583988  -3.648971  -0.450926
H  1.173819  -0.652437  -1.787979
H  1.172217  1.634486  -1.739684
H  -0.602525  1.307486  2.107789
H  -4.446821  0.777289  0.345411
H  0.958749  -4.289960  -0.110872
H  0.329123  2.428186  0.677408
H  -1.210113  -0.717484  -1.677555
H  -0.254637  -2.321745  -0.400911
H  3.169244  1.946500  0.386023
H  -3.592267  -0.126939  -1.601301
H  2.521240  -0.939892  -0.641744

Forces on atoms 1 to 3 (eV/Å):
0.7 -0.5 0.2
-1.4 1.7 0.7
1.0 0.2 2.2

- relative energy (zero: lowest compared OMol25 entry of this formula, charge and spin) (kcal per mole) = 88.24
- SMILES = C=CC[C@](C#N)(c1ccccc1)C(O)O
- multiplicity = 1
- total charge = 0

=====

6.
This record from OMol25 describes a structure of composition C12H13NPSr at a distorted geometry. The level of theory is ωB97M-V with the def2-TZVPD basis set.

CARTESIAN COORDINATES (ANGSTROEM)
Sr  -0.345915  0.419886  -1.399121
P  -0.711399  3.135974  -1.760312
N  0.370887  -0.878450  0.422080
C  -1.204478  0.258459  4.842363
C  -1.103623  0.092362  3.464378
C  0.152587  -0.253153  2.903428
C  -0.765681  -0.996637  -4.863710
C  0.366789  -0.216694  -4.649780
C  -0.506128  -2.309440  -4.347905
C  -0.049598  0.137538  5.637712
C  1.321451  -0.288538  3.691399
C  0.838753  -2.322752  -3.864485
C  1.211474  -0.124178  5.076786
C  0.228869  -0.516153  1.539567
C  1.372655  -1.041965  -4.026704
H  2.386191  -0.718348  -3.805128
H  2.129567  -0.194248  5.680533
H  -2.164058  0.489622  5.310642
H  -0.115337  0.223977  6.728471
H  -1.239345  -3.092285  -4.200300
H  -1.711077  -0.657039  -5.253048
H  -1.987480  0.223858  2.827064
H  2.284978  -0.457430  3.197392
H  0.321352  4.009148  -1.306738
H  -1.233974  3.967008  -2.774158
H  -1.680943  3.437880  -0.726802
H  1.316775  -3.135080  -3.366188
H  0.516696  0.806685  -4.977440

Forces on atoms 1 to 3 (eV/Å):
0.4 -2.2 -1.1
-0.2 1.6 0.9
0.0 -0.3 0.3

- E_tot (eV) = -24266.20324
- multiplicity = 1
- total charge = -1

=====

> total charge of number 6 (C12H13NPSr)?

-1